Record 1
The following is a DFT calculation (the ωB97M-V functional and the def2-TZVPD basis) of a 2-piece molecular cluster, C3H12N2O overall in a non-equilibrium geometry.

As for the total energy: -8332.40072 eV. The lowest unoccupied orbital energy comes out at 0.58 eV. The calculation puts the molecular weight at 92.142 g mol⁻¹. As for the energy above the lowest of the compared OMol25 structures with the same formula, charge and spin: 0.921 eV. As for the HOMO energy: -8.4 eV. The structure (SMILES) is NCCCN.O.

```
! wB97M-V def2-TZVPD RIJCOSX def2/J DEFGRID3
* xyz 0 1
N 0.83946 2.30373 -0.33196
C -0.02510 1.12855 -0.28529
C -0.22838 0.44690 1.08911
C -1.17425 -0.78851 1.02004
N -1.79086 -1.25017 -0.22303
H 0.30585 3.14145 -0.51050
H 1.56690 2.31703 -1.03109
H 0.42966 0.32861 -0.86739
H -1.05070 1.38900 -0.62057
H 0.73182 0.09645 1.44026
H -0.63944 1.23902 1.72392
H -1.95643 -0.68387 1.79737
H -0.60676 -1.62260 1.42155
H -1.66466 -0.81349 -1.11778
H -1.77427 -2.24916 -0.34330
O 2.08307 -1.35277 -0.98208
H 2.61716 -1.85682 -0.35710
H 2.33694 -1.77336 -1.82216
*
```

=====

Record 2
The following is a DFT calculation (the ωB97M-V functional and the def2-TZVPD basis) of a 2-piece molecular cluster, C3H12N2O overall in a non-equilibrium geometry.

As for the total energy: -8332.29054 eV. The lowest unoccupied orbital energy comes out at 0.87 eV. The calculation puts the molecular weight at 92.142 g mol⁻¹. As for the energy above the lowest of the compared OMol25 structures with the same formula, charge and spin: 1.032 eV. As for the HOMO energy: -8.7 eV. The structure (SMILES) is CNCCN.O.

```
! wB97M-V def2-TZVPD RIJCOSX def2/J DEFGRID3
* xyz 0 1
C 1.48881 -0.17830 -1.78588
N 0.24765 -0.66938 -1.13040
C 0.30612 -0.56152 0.32413
C -0.97704 -0.76479 1.04590
N -0.93787 -0.22320 2.38433
H 2.28930 -0.87707 -1.60056
H 1.77335 0.76588 -1.37941
H 1.21804 -0.38653 -2.84778
H 0.11822 -1.61338 -1.47874
H 1.12887 -1.19870 0.63530
H 0.76814 0.40473 0.57412
H -1.77654 -0.44157 0.38345
H -1.15438 -1.88264 1.09711
H -0.77730 0.73922 2.46419
H -1.90590 -0.40097 2.72248
O -0.75940 2.27259 -0.14468
H -0.42476 1.80983 -0.91462
H -0.62531 3.20579 -0.34893
*
```